8
Properties=species:S:1:pos:R:3:mulliken_charge:R:1 method="wB97M-V/def2-TZVPD" relative_energy_ev=0.4304 fmax_ev_per_a=2.32 multiplicity=1 charge=0 e_tot_ev=-32921.2796 smiles="O=[S@H](=S)C(F)(F)F"
C -0.826 0.510 0.249 0.699
O 0.719 -0.515 -1.723 -0.519
F -1.751 -0.408 0.389 -0.189
F -1.222 1.479 -0.588 -0.187
F -0.641 1.068 1.418 -0.202
S 1.091 -2.157 0.677 -0.229
S 0.764 -0.474 -0.290 0.414
H 1.867 0.498 -0.132 0.213

6
Properties=species:S:1:pos:R:3:mulliken_charge:R:1 method="wB97M-V/def2-TZVPD" relative_energy_ev=1.5547 fmax_ev_per_a=3.67 multiplicity=1 charge=0 e_tot_ev=-31993.8698 smiles="FC(=S)PI"
C -0.026 1.962 0.345 0.341
F -0.309 3.021 1.081 -0.166
P -0.646 0.539 1.231 -0.079
S 0.758 1.920 -1.110 -0.124
I -2.919 0.216 -0.363 -0.059
H -0.158 -0.379 0.447 0.088

8
Properties=species:S:1:pos:R:3:lowdin_spin:R:1 method="wB97M-V/def2-TZVPD" relative_energy_ev=0.0000 fmax_ev_per_a=3.10 multiplicity=8 charge=+2 e_tot_ev=-27999.7189
Li 3.311 0.436 -0.674 0.000
O 0.707 0.308 0.295 0.019
H 0.679 0.883 1.122 0.003
O -1.356 -0.467 0.611 0.070
O 1.546 1.112 -0.535 0.012
C -0.467 -0.244 -0.138 0.124
F -0.449 -0.369 -1.401 0.026
Sm -3.972 -1.658 0.720 6.747

7
Properties=species:S:1:pos:R:3:mulliken_charge:R:1 method="wB97M-V/def2-TZVPD" relative_energy_ev=5.2996 fmax_ev_per_a=3.26 multiplicity=1 charge=0 e_tot_ev=-19626.6397
C 1.718 1.885 0.131 0.168
N 1.908 1.880 -0.986 -0.183
N -0.848 -0.933 -0.886 -0.369
O -0.045 -2.007 1.193 -0.407
F -1.426 0.214 1.602 -0.310
S -0.401 -0.803 0.539 0.792
H -0.906 -0.236 -1.593 0.309

10
Properties=species:S:1:pos:R:3:mulliken_charge:R:1 method="wB97M-V/def2-TZVPD" relative_energy_ev=1.8552 fmax_ev_per_a=5.64 multiplicity=1 charge=-2 e_tot_ev=-24784.3609
C 1.643 1.149 -1.043 0.773
N 0.167 0.603 -1.557 0.727
O -0.422 1.329 -2.309 -0.621
O 2.216 1.892 -1.764 -0.577
O 2.598 -1.481 -0.395 -0.704
O -0.342 -0.310 -0.903 -0.581
O 3.634 0.584 0.388 -0.721
F 0.554 2.155 -0.009 -0.657
P 2.435 -0.106 0.002 0.517
H 1.785 -0.174 1.063 -0.157

5
Properties=species:S:1:pos:R:3:lowdin_spin:R:1 method="wB97M-V/def2-TZVPD" relative_energy_ev=1.2660 fmax_ev_per_a=7.30 multiplicity=3 charge=0 e_tot_ev=-7473.5842
H -2.738 -1.530 -0.246 0.580
O -4.532 -3.298 0.022 0.098
C -3.415 -3.210 -0.188 0.236
Li -3.045 0.305 -0.104 0.435
Hg -4.799 0.445 0.289 0.650

7
Properties=species:S:1:pos:R:3:mulliken_charge:R:1 method="wB97M-V/def2-TZVPD" relative_energy_ev=2.8162 fmax_ev_per_a=2.37 multiplicity=1 charge=0 e_tot_ev=-42741.9337
C 0.865 0.149 -0.007 -0.671
P 0.327 -0.932 1.401 0.251
I 1.266 2.067 0.960 0.209
I 2.463 -0.742 -1.073 0.204
I -3.326 1.316 -0.861 -0.485
I -1.621 -2.004 0.405 0.163
H 0.025 0.147 -0.825 0.328

5
Properties=species:S:1:pos:R:3:mulliken_charge:R:1 method="wB97M-V/def2-TZVPD" relative_energy_ev=4.2551 fmax_ev_per_a=4.73 multiplicity=1 charge=0 e_tot_ev=-12128.1749
C -0.650 -0.942 -0.381 0.461
N -0.810 -1.825 -1.196 -0.368
N 0.040 -0.196 0.437 -0.532
I 1.507 1.564 0.406 0.137
H -0.088 1.399 0.734 0.302

8
Properties=species:S:1:pos:R:3:mulliken_charge:R:1 method="wB97M-V/def2-TZVPD" relative_energy_ev=5.6067 fmax_ev_per_a=3.38 multiplicity=1 charge=0 e_tot_ev=-27055.7942
C -1.191 -0.212 -0.013 0.130
N 0.087 1.835 0.173 -0.260
N -0.177 -1.026 -0.160 0.075
O 2.357 2.083 -0.054 -0.454
O 1.099 -0.760 -0.372 -0.530
S 1.408 1.121 0.536 0.695
I -3.098 -1.060 0.271 0.132
H -0.485 -1.980 -0.381 0.212

6
Properties=species:S:1:pos:R:3:mulliken_charge:R:1 method="wB97M-V/def2-TZVPD" relative_energy_ev=1.0639 fmax_ev_per_a=1.53 multiplicity=1 charge=0 e_tot_ev=-32870.5847 smiles="O=C1SS1.I"
C 2.177 -0.419 -0.516 0.586
O 1.174 -0.217 -1.095 -0.434
S 3.820 0.181 -0.268 -0.078
S 2.691 -1.192 0.980 -0.074
I -1.980 -0.338 0.413 -0.145
H -0.683 -0.586 -0.636 0.146

6
Properties=species:S:1:pos:R:3:mulliken_charge:R:1 method="wB97M-V/def2-TZVPD" relative_energy_ev=4.0284 fmax_ev_per_a=1.03 multiplicity=1 charge=0 e_tot_ev=-32867.6202
C 1.146 1.448 -0.479 -0.038
O -1.570 -0.251 -0.212 -0.573
S 2.110 0.071 -0.749 -0.009
S 1.591 0.983 1.091 0.013
I -0.807 -2.015 0.218 0.257
H -2.469 -0.237 0.132 0.350

5
Properties=species:S:1:pos:R:3:mulliken_charge:R:1 method="wB97M-V/def2-TZVPD" relative_energy_ev=0.1539 fmax_ev_per_a=2.38 multiplicity=1 charge=0 e_tot_ev=-30823.8603
C 1.405 -0.617 0.227 0.471
S 1.382 -1.953 1.038 -0.223
S 1.251 0.685 -0.631 -0.248
I -2.508 0.700 0.208 -0.029
H -1.531 1.184 -0.842 0.029

6
Properties=species:S:1:pos:R:3:mulliken_charge:R:1 method="wB97M-V/def2-TZVPD" relative_energy_ev=0.3187 fmax_ev_per_a=5.23 multiplicity=1 charge=+2 e_tot_ev=-53751.0009
O 0.173 1.458 -0.532 -0.483
C 0.532 0.465 0.087 0.471
H 1.032 0.524 1.088 0.294
O -0.197 -0.631 0.071 -0.254
Li -1.422 0.491 -1.265 0.898
Zn -0.120 -2.307 0.552 1.074

7
Properties=species:S:1:pos:R:3:mulliken_charge:R:1 method="wB97M-V/def2-TZVPD" relative_energy_ev=1.3257 fmax_ev_per_a=11.94 multiplicity=1 charge=+1 e_tot_ev=-8043.8522
O 4.339 0.485 0.175 -0.437
C 3.270 1.033 0.252 -0.012
H 2.714 0.770 -0.986 0.390
O 2.038 -0.961 -1.056 -0.849
O 1.904 0.014 -0.351 0.033
Rb 1.922 -3.393 0.609 0.995
Li 4.033 -1.161 -1.109 0.880

7
Properties=species:S:1:pos:R:3:lowdin_spin:R:1 method="wB97M-V/def2-TZVPD" fmax_ev_per_a=10.16 multiplicity=3 charge=+2 e_tot_ev=-38904.3042
O 0.933 -3.789 -1.585 0.324
C 0.664 -2.760 -1.019 0.722
H 1.474 -2.154 -0.295 0.124
O 2.153 -1.412 -2.253 0.216
O 1.232 -1.389 -1.477 0.551
Yb 2.214 -3.422 -3.632 0.046
Li 1.880 -0.589 -3.894 0.017

5
Properties=species:S:1:pos:R:3:lowdin_spin:R:1 method="wB97M-V/def2-TZVPD" relative_energy_ev=1.1329 fmax_ev_per_a=7.16 multiplicity=7 charge=+1 e_tot_ev=-25725.6529
H -0.509 0.952 -0.651 -0.014
O 0.543 -0.281 1.867 -0.017
C 0.454 0.822 1.591 -0.007
Tb -1.096 -0.891 -1.724 6.263
Li 0.609 -0.602 -1.083 -0.225

5
Properties=species:S:1:pos:R:3:mulliken_charge:R:1 method="wB97M-V/def2-TZVPD" relative_energy_ev=2.8855 fmax_ev_per_a=4.62 multiplicity=1 charge=+2 e_tot_ev=-38744.7963
O -1.487 0.306 -0.010 -0.379
C -0.305 0.637 -0.064 0.491
O 0.385 -0.634 -0.042 -0.488
Lu 1.997 0.903 0.093 1.905
H -0.590 -1.213 0.023 0.471

7
Properties=species:S:1:pos:R:3:mulliken_charge:R:1 method="wB97M-V/def2-TZVPD" relative_energy_ev=2.6360 fmax_ev_per_a=3.83 multiplicity=1 charge=+1 e_tot_ev=-10162.4082 smiles="O=C=[NH+][N+](=O)[O-]"
C 0.420 -1.314 -0.026 0.578
N 0.655 -0.075 0.018 -0.262
N -0.590 0.928 -0.073 1.183
O -0.254 -2.210 -0.186 -0.056
O -0.152 1.974 -0.215 -0.392
O -1.573 0.381 -0.008 -0.398
H 1.494 0.316 0.489 0.347

8
Properties=species:S:1:pos:R:3:mulliken_charge:R:1 method="wB97M-V/def2-TZVPD" relative_energy_ev=1.5103 fmax_ev_per_a=5.60 multiplicity=1 charge=-1 e_tot_ev=-12221.0151
C -2.160 -0.246 0.068 0.647
N -0.702 0.501 -0.461 -0.501
N -0.373 1.696 0.009 1.006
O -3.137 0.463 0.046 -0.580
O -1.814 -1.359 0.319 -0.600
O -0.929 2.775 -0.274 -0.634
O 0.653 1.721 0.666 -0.671
H 0.169 -0.212 0.256 0.334

8
Properties=species:S:1:pos:R:3:mulliken_charge:R:1 method="wB97M-V/def2-TZVPD" relative_energy_ev=0.6864 fmax_ev_per_a=4.77 multiplicity=1 charge=-1 e_tot_ev=-12221.8390 smiles="O=C([O-])N[N+](=O)[O-]"
C 1.424 -0.459 -0.049 0.554
N 0.091 0.296 0.189 -0.289
N -1.410 0.076 -0.063 0.980
O 2.255 0.409 -0.142 -0.667
O 1.374 -1.632 -0.087 -0.591
O -1.808 -1.033 0.027 -0.562
O -2.093 1.063 -0.181 -0.646
H 0.167 1.281 0.305 0.221

6
Properties=species:S:1:pos:R:3:mulliken_charge:R:1 method="wB97M-V/def2-TZVPD" relative_energy_ev=0.0369 fmax_ev_per_a=2.73 multiplicity=1 charge=0 e_tot_ev=-7571.7365 smiles="N=C=O.N#N"
C 0.625 -0.631 1.691 0.432
N -0.346 -3.951 -1.711 -0.026
N -0.998 -3.300 -1.122 0.028
N 0.492 -1.017 0.591 -0.313
O 0.565 -0.379 2.807 -0.378
H 0.737 -0.632 -0.275 0.257

7
Properties=species:S:1:pos:R:3:mulliken_charge:R:1 method="wB97M-V/def2-TZVPD" relative_energy_ev=0.0439 fmax_ev_per_a=1.47 multiplicity=1 charge=0 e_tot_ev=-9617.3622
O -2.298 -0.140 0.102 -0.398
C -1.473 0.486 0.633 0.824
N 0.430 -0.844 -0.488 -0.641
N 1.374 -0.088 -0.205 0.772
N 2.140 0.625 0.215 -0.367
O -0.687 1.150 1.185 -0.428
H 0.514 -1.188 -1.442 0.238

7
Properties=species:S:1:pos:R:3:mulliken_charge:R:1 method="wB97M-V/def2-TZVPD" relative_energy_ev=3.2961 fmax_ev_per_a=7.35 multiplicity=1 charge=0 e_tot_ev=-9614.1100 smiles="O=c1nno[nH]1"
C 0.746 -0.068 0.025 0.478
H 0.135 2.098 0.213 0.323
N -0.035 -1.070 -0.025 -0.184
N -1.202 -0.775 0.005 0.035
N -0.073 1.066 -0.102 -0.116
O 1.905 -0.046 0.019 -0.494
O -1.335 0.517 0.042 -0.043

7
Properties=species:S:1:pos:R:3:mulliken_charge:R:1 method="wB97M-V/def2-TZVPD" relative_energy_ev=1.0130 fmax_ev_per_a=4.20 multiplicity=1 charge=0 e_tot_ev=-9616.3931 smiles="N#[N+][O-].N=C=O"
C 1.331 0.720 -0.561 0.566
N -1.892 -1.372 0.538 -0.314
N -2.041 -0.445 1.120 0.830
N 1.414 -0.212 -1.335 -0.409
O 1.125 1.593 0.179 -0.406
O -2.013 0.470 1.810 -0.516
H 2.076 -0.753 -1.752 0.250

9
Properties=species:S:1:pos:R:3:mulliken_charge:R:1 method="wB97M-V/def2-TZVPD" relative_energy_ev=0.4181 fmax_ev_per_a=4.03 multiplicity=1 charge=0 e_tot_ev=-13706.4011
C -0.267 1.858 -0.594 0.581
N 0.549 2.276 -1.351 -0.446
N -1.382 -0.901 -0.551 0.111
N 0.282 -1.794 1.220 0.863
O -1.129 1.748 0.179 -0.407
O -0.598 -2.129 1.863 -0.453
O 1.443 -1.601 1.392 -0.491
O -0.269 -1.234 -0.527 -0.048
H 1.370 1.775 -1.632 0.290

7
Properties=species:S:1:pos:R:3:mulliken_charge:R:1 method="wB97M-V/def2-TZVPD" relative_energy_ev=6.5519 fmax_ev_per_a=10.91 multiplicity=1 charge=0 e_tot_ev=-18399.6125
C 0.744 -0.320 -0.042 0.424
H 0.111 1.980 0.426 0.409
N -0.147 -1.353 0.012 -0.152
N -1.359 -1.032 -0.100 -0.041
N -0.142 0.650 -0.199 -0.241
O -1.505 0.343 -0.031 -0.027
S 2.298 -0.269 -0.067 -0.373

6
Properties=species:S:1:pos:R:3:mulliken_charge:R:1 method="wB97M-V/def2-TZVPD" relative_energy_ev=0.0000 fmax_ev_per_a=4.16 multiplicity=1 charge=-1 e_tot_ev=-7014.7096
C 0.788 -0.651 -0.092 0.251
N -2.135 0.811 -0.537 0.003
N 0.160 -1.649 -0.078 -0.645
N -2.567 0.519 0.452 -0.015
N 1.376 0.468 0.091 -0.714
H 2.378 0.502 0.163 0.120

6
Properties=species:S:1:pos:R:3:mulliken_charge:R:1 method="wB97M-V/def2-TZVPD" relative_energy_ev=6.0740 fmax_ev_per_a=5.41 multiplicity=1 charge=-1 e_tot_ev=-7008.6356
C -1.477 0.226 0.836 -0.387
N 1.967 -0.565 -1.859 -0.496
N -0.277 0.175 0.589 0.486
N 0.920 -0.482 -1.284 0.162
N 0.778 0.024 0.003 -0.784
H -1.911 0.622 1.715 0.018

7
Properties=species:S:1:pos:R:3:mulliken_charge:R:1 method="wB97M-V/def2-TZVPD" relative_energy_ev=1.9453 fmax_ev_per_a=3.71 multiplicity=1 charge=-1 e_tot_ev=-9057.5742
C 0.628 0.522 0.036 -0.035
N 2.364 -0.976 0.033 -0.636
N 3.097 0.094 0.027 0.114
N 1.040 -0.686 0.036 -0.088
N 2.656 1.183 0.018 -0.269
O -0.878 0.770 0.042 -0.452
H -1.108 -0.198 0.023 0.366

7
Properties=species:S:1:pos:R:3:mulliken_charge:R:1 method="wB97M-V/def2-TZVPD" relative_energy_ev=4.3448 fmax_ev_per_a=3.44 multiplicity=1 charge=-1 e_tot_ev=-17844.5327
C -1.595 0.160 0.072 -0.255
N -1.343 -1.028 -0.099 -0.201
N 0.022 -1.564 0.014 -0.539
N 0.894 -0.719 0.010 0.219
N 0.846 0.527 -0.090 -0.099
S 1.989 1.660 -0.011 -0.564
H -0.812 0.964 0.104 0.439

7
Properties=species:S:1:pos:R:3:mulliken_charge:R:1 method="wB97M-V/def2-TZVPD" relative_energy_ev=1.7363 fmax_ev_per_a=3.05 multiplicity=1 charge=-1 e_tot_ev=-17847.1412
C -1.049 -1.917 1.332 0.420
N -0.525 -2.863 1.699 -0.461
N 2.085 2.521 -1.122 -0.649
N 1.246 1.763 -1.062 0.599
N 0.543 0.888 -0.661 -0.249
S -1.129 0.589 -0.740 -0.466
H -1.171 -0.982 0.554 -0.193

10
Properties=species:S:1:pos:R:3:mulliken_charge:R:1 method="wB97M-V/def2-TZVPD" relative_energy_ev=0.3318 fmax_ev_per_a=5.08 multiplicity=1 charge=-2 e_tot_ev=-23431.1297
C -0.807 -0.205 0.162 0.553
N -1.771 -1.010 -0.341 -0.411
N -1.272 1.007 0.517 -0.245
N -2.835 -0.248 -0.255 -0.408
N -2.564 0.914 0.204 -0.457
N 0.902 -0.650 0.444 -0.428
O 2.326 0.481 -1.489 -0.613
O 3.151 0.481 0.936 -0.626
S 2.001 0.716 -0.053 0.359
H 0.870 -1.484 -0.124 0.276

6
Properties=species:S:1:pos:R:3:mulliken_charge:R:1 method="wB97M-V/def2-TZVPD" relative_energy_ev=3.7034 fmax_ev_per_a=6.12 multiplicity=1 charge=0 e_tot_ev=-17468.4718 smiles="O=NC(O)=S"
C 0.144 -0.180 0.056 0.424
N -1.299 0.087 0.330 0.070
O 0.754 0.852 -0.288 -0.365
O -2.217 -0.715 0.000 -0.212
S 1.155 -1.463 0.052 -0.296
H 1.463 1.419 -0.150 0.379

6
Properties=species:S:1:pos:R:3:mulliken_charge:R:1 method="wB97M-V/def2-TZVPD" relative_energy_ev=5.5094 fmax_ev_per_a=4.24 multiplicity=1 charge=0 e_tot_ev=-17466.6659
C -0.755 1.006 -0.728 0.488
N 0.435 0.598 -0.713 -0.450
O -1.907 0.606 -0.144 -0.074
O -2.042 -0.409 0.790 -0.146
S -0.775 2.406 -1.933 -0.063
H 0.802 0.226 0.069 0.245

6
Properties=species:S:1:pos:R:3:mulliken_charge:R:1 method="wB97M-V/def2-TZVPD" relative_energy_ev=2.3310 fmax_ev_per_a=5.58 multiplicity=1 charge=0 e_tot_ev=-17469.8443
C -0.409 0.235 0.756 0.487
N -0.219 -0.656 -0.169 -0.386
O -0.639 0.587 1.817 -0.373
O 1.332 0.996 -1.261 -0.488
S -0.078 0.830 -1.037 0.364
H 0.013 -1.992 -0.106 0.396

6
Properties=species:S:1:pos:R:3:mulliken_charge:R:1 method="wB97M-V/def2-TZVPD" relative_energy_ev=5.9847 fmax_ev_per_a=5.56 multiplicity=1 charge=0 e_tot_ev=-8677.6997
N 0.621 1.480 1.119 0.229
O 0.915 2.258 2.061 -0.458
O 0.056 0.387 1.428 -0.464
H -0.997 -2.218 -0.980 0.402
C -0.542 -1.395 -1.524 0.375
O -0.054 -0.511 -2.104 -0.084

7
Properties=species:S:1:pos:R:3:mulliken_charge:R:1 method="wB97M-V/def2-TZVPD" relative_energy_ev=0.0000 fmax_ev_per_a=3.00 multiplicity=1 charge=-1 e_tot_ev=-17977.5062 smiles="O=PNC(=O)[O-]"
C -1.218 -0.111 0.737 0.590
N 0.296 -0.338 -0.204 -0.206
O -2.068 -0.820 0.334 -0.564
O -1.022 0.810 1.484 -0.568
O 2.462 0.569 -1.188 -0.591
P 1.343 0.897 -0.222 0.115
H 0.207 -1.007 -0.940 0.224

7
Properties=species:S:1:pos:R:3:mulliken_charge:R:1 method="wB97M-V/def2-TZVPD" relative_energy_ev=4.6980 fmax_ev_per_a=5.58 multiplicity=1 charge=0 e_tot_ev=-19515.8562
C -0.121 1.076 0.504 -0.115
N -1.068 1.282 -0.198 0.402
O -2.201 1.354 -0.512 -0.612
O -3.995 -1.343 -1.043 -0.401
O -3.702 -0.344 1.216 -0.405
S -4.140 -0.201 -0.170 0.780
H 1.148 1.429 0.981 0.350

8
Properties=species:S:1:pos:R:3:mulliken_charge:R:1 method="wB97M-V/def2-TZVPD" relative_energy_ev=2.6659 fmax_ev_per_a=9.44 multiplicity=1 charge=0 e_tot_ev=-30349.8512 smiles="O=[N+]([O-])OC(=S)S"
C 0.476 -0.117 0.177 0.389
N -1.789 0.199 -0.223 1.120
O -2.757 0.663 0.224 -0.494
O -0.455 0.642 0.346 -0.269
O -1.615 -0.589 -1.063 -0.434
S 0.590 -1.757 0.046 -0.253
S 2.173 0.873 0.151 -0.248
H 3.377 0.086 0.343 0.189

7
Properties=species:S:1:pos:R:3:mulliken_charge:R:1 method="wB97M-V/def2-TZVPD" relative_energy_ev=2.9650 fmax_ev_per_a=5.16 multiplicity=1 charge=0 e_tot_ev=-10728.1955 smiles="O=CO[N+](=O)[O-]"
C -0.410 0.905 -0.694 0.314
N 0.540 -0.897 0.688 1.074
O 0.460 -0.055 -0.563 -0.259
O -0.706 1.199 -1.809 -0.449
O 0.002 -0.559 1.663 -0.489
O 0.930 -1.909 0.367 -0.444
H -0.816 1.317 0.348 0.252